Record 1
C23H35N4O3 as an isolated structure in a non-equilibrium geometry, computed with ωB97M-V/def2-TZVPD.

Summary:
HOMO-LUMO gap = 8.725 eV
M = 415.56 g mol⁻¹
HOMO = -10.8 eV
energy relative to the best compared isomer or geometry (same formula, charge and spin) = 2674.8 kJ/mol
LUMO = -2.05 eV

ORCA input file:
```
! wB97M-V def2-TZVPD RIJCOSX def2/J DEFGRID3
* xyz 1 1
C 6.1798 -3.3150 3.1879
C 5.3206 -2.0977 3.4095
C 3.7975 -2.2014 2.9017
C 3.1389 -1.0065 3.2732
H 3.6796 -0.2667 2.6786
H 3.2678 -0.8042 4.4477
O 1.9929 -0.9624 2.9461
C 0.8703 -2.0614 3.4002
C 1.0805 -2.6640 4.6712
C 0.1695 -3.3755 5.1509
C -1.1835 -3.6262 4.6661
C -1.3026 -3.1728 3.3720
C -0.1525 -2.2925 2.5725
N -0.6541 -1.6179 1.4869
C -1.7699 -0.9799 1.2302
C -1.3219 0.7111 1.3902
N -0.3236 0.9708 0.1140
C 0.8506 0.1789 0.4415
C 0.2683 -1.3667 0.3993
H 0.0253 -1.5761 -0.4273
H 1.3191 -2.0415 0.6613
H 1.2295 0.5176 1.5426
H 1.3688 0.3660 -0.3454
C -0.1390 2.4730 0.1368
C -1.5898 3.0292 -0.3172
H -1.0497 4.2439 -0.6553
H -1.8068 3.3781 0.5172
C -2.4852 2.7173 -1.3600
N -1.5738 2.5344 -2.5635
C -1.6951 3.4239 -3.7497
O -2.3154 4.4149 -3.6783
C -1.0882 2.4710 -4.9225
N -0.7737 1.3565 -4.2933
C -1.0542 1.1959 -3.0848
O -1.0539 0.2458 -2.2896
C -0.8909 0.3183 -5.2103
H 0.2570 -0.2451 -5.5078
H -1.2740 -0.3400 -4.8153
C -1.2827 0.9262 -6.5186
H -1.9767 0.2914 -6.9090
H -0.3533 1.3589 -7.2560
C -1.9146 2.3370 -5.8347
H -1.9287 2.9396 -6.7682
H -2.8236 1.9621 -5.7497
H -0.2327 3.0256 -5.1443
H -2.8202 1.8545 -1.2455
H -3.0022 3.5548 -1.6693
H 0.4381 2.8145 0.7303
H 0.4171 2.3377 -0.8700
H -0.8835 0.5403 -0.5672
H -0.9924 0.8723 2.2228
H -2.3747 1.1995 1.1556
H -2.3771 -1.0987 0.1580
H -2.3896 -0.9574 2.0324
H -2.0848 -3.0888 2.6581
H -1.8337 -4.0646 5.0348
H 0.3686 -3.9131 6.1303
H 2.0499 -2.3666 5.3032
H 3.8757 -2.3408 1.9416
H 3.4811 -2.8129 3.4157
H 5.8788 -1.3363 2.9985
H 5.3518 -1.9411 4.6164
H 5.6728 -4.3327 3.5572
H 6.3501 -3.5261 2.2645
H 7.2861 -3.2937 3.5360
*
```

---

Record 2
C23H35N5O2 in the gas phase in a non-equilibrium geometry, computed with ωB97M-V/def2-TZVPD.

Summary:
HOMO-LUMO gap = 8.673 eV
M = 413.57 g mol⁻¹
HOMO = -8.0 eV
SMILES = COCCN1CC[C@H](CNCc2c(C(=O)N3CCCCC3)nc3c(C)cccn23)C1
energy relative to the best compared isomer or geometry (same formula, charge and spin) = 0.0 kJ/mol
LUMO = 0.66 eV

ORCA input file:
```
! wB97M-V def2-TZVPD RIJCOSX def2/J DEFGRID3
* xyz 0 1
C -7.9008 -1.3468 -1.6510
O -6.6266 -1.7227 -1.2002
C -5.9397 -0.6738 -0.5572
C -4.5878 -1.2049 -0.0873
N -3.9446 -0.2906 0.8276
C -3.4638 0.9412 0.2269
C -2.5712 1.5482 1.3094
H -3.1518 2.2126 1.9465
H -1.7457 2.1157 0.8845
C -2.0629 0.3368 2.1165
C -0.5447 0.1925 2.0682
N 0.0929 1.3403 2.6895
H -0.2107 1.4031 3.6572
C 1.5518 1.2651 2.6532
C 2.0421 1.3997 1.2535
C 2.8931 0.6130 0.4869
N 3.0337 1.1473 -0.7553
C 2.2878 2.2341 -0.7793
C 2.0788 3.1532 -1.8300
C 1.2396 4.2067 -1.5892
C 0.6061 4.3636 -0.3362
C 0.8208 3.4720 0.6664
N 1.6537 2.4246 0.4433
H 0.3589 3.5237 1.6387
H -0.0538 5.2002 -0.1736
H 1.0525 4.9334 -2.3652
C 2.7715 2.9239 -3.1325
H 2.3702 2.0330 -3.6137
H 2.6425 3.7750 -3.7957
H 3.8312 2.7492 -2.9604
C 3.5723 -0.5998 0.9951
O 3.6224 -0.7949 2.2074
N 4.1346 -1.4694 0.1291
C 4.0620 -1.4491 -1.3123
H 3.6305 -0.5041 -1.6374
C 3.2386 -2.6393 -1.8109
C 3.8450 -3.9457 -1.3054
C 3.9546 -3.9048 0.2166
C 4.7500 -2.6736 0.6491
H 4.7794 -2.5906 1.7367
H 5.7743 -2.7375 0.2638
H 4.4449 -4.8050 0.5903
H 2.9559 -3.8533 0.6550
H 3.2317 -4.7936 -1.6168
H 4.8405 -4.0744 -1.7378
H 3.2100 -2.6280 -2.9015
H 2.2153 -2.5443 -1.4416
H 5.0833 -1.5247 -1.7059
H 1.9519 0.3264 3.0607
H 1.9422 2.0949 3.2536
H -0.2129 0.1530 1.0255
H -0.2476 -0.7576 2.5470
H -2.3685 0.4352 3.1612
C -2.7799 -0.8615 1.4807
H -2.1108 -1.3550 0.7531
H -3.0943 -1.6043 2.2156
H -2.8805 0.7398 -0.6897
H -4.3023 1.5885 -0.0320
H -4.7696 -2.1445 0.4400
H -3.9592 -1.4268 -0.9688
H -6.5094 -0.3169 0.3142
H -5.8106 0.1704 -1.2518
H -8.3354 -2.2240 -2.1258
H -8.5399 -1.0266 -0.8182
H -7.8414 -0.5282 -2.3802
*
```

---

Record 3
C23H35OPtS as an isolated structure in a non-equilibrium geometry, computed with ωB97M-V/def2-TZVPD.

Summary:
HOMO-LUMO gap (spin up / spin down) = 4.974 / 5.225 eV
M = 554.68 g mol⁻¹
HOMO (spin up / spin down) = -8.7 / -11.4 eV
energy relative to the best compared isomer or geometry (same formula, charge and spin) = 215.5 kJ/mol
LUMO (spin up / spin down) = -3.69 / -6.19 eV

ORCA input file:
```
! wB97M-V def2-TZVPD RIJCOSX def2/J DEFGRID3
* xyz 1 5
C -0.8372 0.6593 2.1962
C -1.9185 0.1695 1.2428
C -2.6327 1.3652 0.8214
C -2.0113 2.4940 1.3768
C -0.9759 2.1083 2.2397
Pt -0.0713 0.2854 0.2583
C 2.2638 0.2503 -2.0957
C 2.6636 -0.1381 -0.7279
H 3.5514 -0.7550 -0.5931
C 1.9828 0.3039 0.4568
H 2.1149 1.3775 0.7294
H 2.2823 -0.3042 1.3322
C 3.4214 -0.0477 -3.0569
H 3.6417 -1.1197 -3.0476
H 3.1576 0.2458 -4.0787
H 4.3071 0.5152 -2.7474
C 1.9998 1.7806 -2.1556
H 1.1729 2.0848 -1.5035
H 2.8895 2.3263 -1.8304
H 1.7561 2.0949 -3.1788
C -2.4822 -1.2054 1.2980
H -1.6673 -1.9354 1.3760
H -3.1678 -1.3304 2.1474
H -3.0271 -1.4100 0.3690
C -3.8919 1.3424 0.0471
H -3.9775 0.4187 -0.5357
H -4.7738 1.3950 0.7051
H -3.9531 2.1933 -0.6451
C -2.4572 3.9007 1.1578
H -2.8412 4.0405 0.1420
H -3.2573 4.1952 1.8486
H -1.6287 4.6007 1.3024
C -0.2006 2.9892 3.1383
H 0.1221 3.9033 2.6235
H -0.7929 3.3014 4.0101
H 0.6881 2.4748 3.5139
C -0.2518 -0.1844 3.2721
H 0.7442 0.1980 3.5457
H -0.8816 -0.1820 4.1753
H -0.1438 -1.2193 2.9207
C -0.1606 -0.0601 -1.7291
C 1.0059 -0.4435 -2.5092
C -1.3123 0.3748 -2.3972
C 0.7888 -0.6467 -3.9732
H 0.7347 -1.3920 -1.8809
C -1.4097 0.3244 -3.7915
H -2.0635 0.8779 -1.7976
C -0.3765 -0.2443 -4.5641
H 1.5982 -1.0783 -4.5668
H -2.2840 0.7476 -4.2839
H -0.5167 -0.3194 -5.6473
C 0.4468 -5.1806 1.1892
S 0.8515 -3.4378 0.9675
C 2.1237 -3.2455 2.2239
O 1.5027 -3.3036 -0.3729
H 0.1886 -5.3555 2.2388
H 1.3040 -5.7907 0.8840
H -0.4234 -5.3937 0.5591
H 3.0574 -2.9698 1.7214
H 1.7995 -2.4533 2.9108
H 2.2283 -4.1925 2.7689
*
```

---

Record 4
C23H36Br4ClF7Mg2N5O11P2 as an isolated structure in a non-equilibrium geometry, computed with ωB97M-V/def2-TZVPD.

Summary:
HOMO-LUMO gap = 1.245 eV
M = 1157.18 g mol⁻¹
HOMO = -8.3 eV
energy relative to the best compared isomer or geometry (same formula, charge and spin) = 574.5 kJ/mol
LUMO = -7.09 eV

ORCA input file:
```
! wB97M-V def2-TZVPD RIJCOSX def2/J DEFGRID3
* xyz 1 1
C -4.9978 1.6791 1.8782
C -3.8113 2.1136 1.1062
C -2.3922 1.4054 1.2583
C -1.3587 2.1411 2.1640
C 0.0422 1.4693 2.3993
C 1.0327 2.2928 3.3271
O 1.2225 2.1271 4.5460
O 1.7201 3.3986 2.6971
P 3.4183 3.2933 2.8866
N 4.1002 4.7568 3.0942
C 0.3684 0.0701 1.7202
C 1.7727 -0.5611 2.0461
F 2.1203 -1.7631 1.4096
F 2.7801 0.4170 1.6530
C 2.0276 -0.8112 3.6485
F 3.0968 0.0084 4.0800
F 2.4957 -2.1595 3.8066
F 0.8558 -0.7129 4.4166
C -0.7447 -0.4977 0.8153
P -0.4952 -2.1150 -0.1289
O -1.8800 -2.3223 -1.1621
Br 1.2095 -1.8616 -1.6604
N -2.0457 0.1602 0.6176
H -5.0967 1.9552 2.9826
H -5.8604 1.0963 1.3924
H -3.9393 3.0171 0.4137
H -1.6024 3.1420 2.6832
H 3.7080 2.4493 4.0250
H 3.9439 2.7728 1.6411
H 4.6144 4.7739 3.9915
H -1.9335 -1.4434 -1.6377
H -2.7836 -0.2675 0.0155
N 0.3646 -6.0530 -0.3983
O 0.2171 -4.9179 -0.9513
O -0.5528 -6.5365 0.2597
O 1.4356 -6.6632 -0.5317
F 3.4327 3.9871 5.1630
C 2.0194 5.9423 -0.4564
C 2.5704 4.5255 -0.5502
C 2.8356 4.0031 -1.9613
N 1.6576 3.5406 -2.8249
C 2.1512 3.5543 -4.2667
C 1.1863 2.1295 -2.4726
C 0.1574 2.3275 -1.3777
C -0.4748 3.6853 -1.6582
C 0.3763 4.3561 -2.7312
H 0.9345 5.9773 -0.5749
H 2.2280 6.3640 0.5297
H 2.4694 6.6022 -1.2048
H 1.9676 3.8408 0.0482
H 3.5495 4.5519 -0.0539
H 3.5161 3.1482 -1.9075
H 3.3551 4.7821 -2.5263
H 3.0150 2.8911 -4.3353
H 2.4234 4.5784 -4.5230
H 1.3513 3.2052 -4.9212
H 0.7152 1.7047 -3.3624
H 2.0383 1.5123 -2.1843
H 0.6274 2.3123 -0.3925
H -0.5847 1.5245 -1.3747
H -0.5252 4.2826 -0.7428
H -1.5013 3.5752 -2.0121
H 0.6109 5.4073 -2.5775
H -0.1381 4.2696 -3.6927
Mg 0.6549 -5.0971 -3.1558
C -5.5828 4.7224 -2.5057
Br -5.9661 3.3233 -3.7912
Br -4.2241 4.1744 -1.2294
Br -5.1220 6.3950 -3.3727
H -6.4976 4.8969 -1.9408
O -1.3105 -0.9580 -3.7804
Cl -0.5669 -1.0598 -5.0226
O -1.4104 -0.6750 -6.1252
O -0.1259 -2.4336 -5.2070
O 0.5884 -0.1888 -4.9648
F -5.7088 -0.2134 2.8140
O -6.7339 -0.5466 0.4056
H -6.8826 -1.4549 0.6672
C 0.6049 -9.6247 1.2580
C -0.7243 -10.1144 1.8191
C -0.5860 -11.3614 2.6921
C -0.1447 -12.5327 1.9281
N 0.2052 -13.4514 1.3296
H 1.0522 -10.3618 0.5861
H 0.4561 -8.7046 0.6903
H 1.3161 -9.4150 2.0620
H -1.4148 -10.3083 0.9911
H -1.1645 -9.3133 2.4204
H -1.5550 -11.5832 3.1493
H 0.1124 -11.1680 3.5126
Mg 5.6665 2.6142 3.4205
*
```

---

Record 5
A 2-piece molecular cluster, C23H36F7N2O6S overall in a non-equilibrium geometry, computed with ωB97M-V/def2-TZVPD.

Summary:
HOMO-LUMO gap = 5.056 eV
M = 601.60 g mol⁻¹
HOMO = -12.0 eV
LUMO = -6.96 eV

ORCA input file:
```
! wB97M-V def2-TZVPD RIJCOSX def2/J DEFGRID3
* xyz 1 1
C 0.7328 -0.0027 6.7428
C 0.2327 1.3455 6.2043
C -0.9868 1.2462 5.3042
C -0.9036 0.1035 4.3002
O -1.6967 0.4378 3.1707
C -1.1582 0.0480 1.9451
C -0.7129 -1.3998 1.8149
C -1.6364 -2.4556 2.4291
C -3.0392 -2.1631 2.8785
N -1.2068 -3.6383 2.5867
C 0.0100 1.0181 1.5732
C -0.2220 1.4379 0.1057
S -0.7867 3.1602 -0.2889
O -2.0556 3.0503 -0.9264
O 0.2107 3.7693 -1.1203
C -1.0997 4.1539 1.2600
F -2.0535 5.0024 0.9215
F -1.5559 3.3923 2.2504
C 0.0934 5.0175 1.7615
F -0.4035 5.7940 2.7306
F 0.5667 5.8046 0.8096
C 1.2637 4.2349 2.3990
F 1.7967 3.3737 1.5353
F 0.8908 3.6162 3.5063
F 2.2038 5.1224 2.7251
O -1.3050 0.6091 -0.2919
C -2.1274 0.4055 0.8110
O -3.3196 0.4927 0.8140
H -0.0563 -0.7403 6.8134
H 1.1152 0.1517 7.7433
H 1.5553 -0.3896 6.1567
H 0.0130 2.0029 7.0349
H 1.0395 1.8267 5.6601
H -1.9116 1.1732 5.8637
H -1.0772 2.1558 4.7178
H -1.2311 -0.8216 4.7636
H 0.1495 -0.0374 4.0516
H 0.2343 -1.4902 2.3346
H -0.5667 -1.6701 0.7775
H -3.0654 -2.1161 3.9589
H -3.3777 -1.1996 2.5280
H -3.6984 -2.9282 2.5005
H -0.2370 -3.6991 2.2693
H 0.2022 1.7758 2.3091
H 0.8930 0.3812 1.5339
H 0.5572 1.1450 -0.5760
C -0.4299 -0.7028 -5.7645
C 0.7316 -0.3941 -4.7885
C 2.0897 -0.6910 -5.4471
C 2.4113 -2.1792 -5.5837
C 2.2764 -2.9101 -4.2487
C 0.9096 -2.7138 -3.5758
N 0.6139 -1.2236 -3.5209
O 1.1628 -0.6831 -2.5744
C -0.1869 -3.4776 -4.3452
C 0.9150 -3.3235 -2.1748
C 0.6238 1.0991 -4.4742
H -1.3575 -0.9113 -5.2309
H -0.6198 0.1545 -6.4035
H -0.2200 -1.5370 -6.4302
H 2.8821 -0.2119 -4.8624
H 2.0944 -0.2165 -6.4270
H 1.7709 -2.6412 -6.3374
H 3.4335 -2.2884 -5.9479
H 2.4334 -3.9784 -4.3882
H 3.0650 -2.5629 -3.5722
H -1.1790 -3.2337 -3.9644
H -0.0409 -4.5469 -4.2182
H -0.1793 -3.2971 -5.4162
H 1.7272 -2.9443 -1.5546
H 1.0473 -4.3981 -2.2531
H -0.0287 -3.1361 -1.6599
H -0.3102 1.3303 -3.9589
H 0.6435 1.6584 -5.4043
H 1.4512 1.4638 -3.8660
*
```

---

Record 6
C23H36N5O3OsS2SeSi as an isolated structure in a non-equilibrium geometry, computed with ωB97M-V/def2-TZVPD.

Summary:
HOMO-LUMO gap (spin up / spin down) = 5.412 / 5.689 eV
M = 791.98 g mol⁻¹
HOMO (spin up / spin down) = -10.3 / -10.5 eV
energy relative to the best compared isomer or geometry (same formula, charge and spin) = 26.3 kJ/mol
LUMO (spin up / spin down) = -4.88 / -4.78 eV

ORCA input file:
```
! wB97M-V def2-TZVPD RIJCOSX def2/J DEFGRID3
* xyz 1 1
Os 0.4660 -0.1120 -1.1556
O -1.0850 -0.7712 -3.6638
S 0.3268 -1.0221 -3.7450
O 0.8260 -1.8075 -4.8231
O 1.1467 0.1557 -3.4159
S 0.6210 -2.2332 -2.0152
C 6.3491 -0.7062 0.9703
C 5.7083 -1.4885 -0.1732
N 4.7297 -0.6802 -0.8742
C 5.2439 0.1290 -1.9698
C 5.0293 -0.5388 -3.3268
C 3.4414 -0.6688 -0.5387
C 2.9686 -1.5281 0.5970
N 2.5436 0.0442 -1.1476
H 7.0510 -1.3393 1.5047
H 5.5939 -0.3521 1.6685
H 6.8846 0.1582 0.5853
H 5.2411 -2.3992 0.1982
H 6.4720 -1.7797 -0.8960
H 6.3119 0.2633 -1.7929
H 4.7840 1.1219 -1.9479
H 5.4546 -1.5397 -3.3289
H 5.5243 0.0428 -4.0992
H 3.9734 -0.6156 -3.5777
H 3.5480 -1.3643 1.5011
H 3.0215 -2.5763 0.3102
H 1.9208 -1.2893 0.7887
H 2.8757 0.5873 -1.9399
C -2.0665 2.9650 2.2593
N -1.6387 1.6388 2.6144
C -0.6526 0.9337 2.0409
Se 0.6126 1.5555 0.8154
N -0.6088 -0.2923 2.6022
C -1.5899 -0.3951 3.5599
C -1.9535 -1.4224 4.4162
C -2.9907 -1.1653 5.2898
C -3.6579 0.0600 5.2910
C -3.3116 1.0823 4.4285
C -2.2530 0.8444 3.5640
H -1.2999 3.4454 1.6518
H -2.2212 3.5460 3.1681
H -3.0015 2.9146 1.6962
H 0.0364 -1.0181 2.3245
H -1.4371 -2.3676 4.4037
H -3.2950 -1.9292 5.9870
H -4.4706 0.2108 5.9829
H -3.8283 2.0265 4.4351
C -1.6505 -2.5113 0.1871
Si -2.6815 -1.1602 -0.6935
C -3.6167 -1.7607 -2.2301
C -3.9045 -0.6208 0.6940
N -1.5212 0.1232 -1.1276
C -1.9127 1.3315 -1.5975
C -3.2529 1.7780 -1.5680
C -3.6020 3.0503 -1.9634
C -2.6368 3.9340 -2.4320
C -1.3195 3.5054 -2.5329
C -0.9608 2.2368 -2.1368
H -2.1514 -2.8617 1.0832
H -0.6496 -2.1694 0.4518
H -1.5103 -3.3676 -0.4630
H -3.9296 -2.7926 -2.1155
H -2.9610 -1.6970 -3.0935
H -4.5007 -1.1710 -2.4504
H -4.3353 -1.5211 1.1185
H -4.7354 -0.0200 0.3428
H -3.4425 -0.0759 1.5101
H -4.0137 1.0896 -1.2492
H -4.6391 3.3558 -1.9328
H -2.9103 4.9265 -2.7541
H -0.5672 4.1601 -2.9462
H 0.0611 1.9147 -2.3241
*
```

---

Record 7
C23H37As3PtSTe as an isolated structure, computed with ωB97M-V/def2-TZVPD.

Summary:
HOMO-LUMO gap (spin up / spin down) = 5.779 / 5.901 eV
M = 893.06 g mol⁻¹
HOMO (spin up / spin down) = -5.3 / -7.1 eV
energy relative to the best compared isomer or geometry (same formula, charge and spin) = 0.0 kJ/mol
LUMO (spin up / spin down) = 0.45 / -1.18 eV

ORCA input file:
```
! wB97M-V def2-TZVPD RIJCOSX def2/J DEFGRID3
* xyz 0 3
Pt 0.8761 0.1480 0.7417
C 0.6166 3.5661 -0.4696
As -0.3192 2.2185 0.5656
C -0.8269 3.2920 2.1163
C -1.9764 2.1302 -0.4762
C -2.9944 1.0192 -0.1630
C -4.2855 1.3808 -0.9107
C -2.5363 -0.3457 -0.7009
As -0.9723 -1.2289 0.0923
C -1.7396 -2.2298 1.5746
C -0.8063 -2.6779 -1.2029
C -3.2684 0.9740 1.3457
As -4.7474 -0.2054 1.9344
C -4.2855 -0.1240 3.8392
C -6.1736 1.1426 2.0160
H 0.0208 4.4756 -0.5511
H 0.8309 3.1713 -1.4619
H 1.5642 3.7775 0.0238
H -1.4611 4.1296 1.8212
H 0.0911 3.6701 2.5656
H -1.3430 2.6726 2.8458
H -1.6581 2.0510 -1.5210
H -2.4673 3.1029 -0.3668
H -4.0887 1.5035 -1.9778
H -4.7032 2.3169 -0.5328
H -5.0388 0.5969 -0.7992
H -2.3031 -0.2449 -1.7655
H -3.3611 -1.0606 -0.6217
H -2.7355 -2.6012 1.3344
H -1.7731 -1.5963 2.4590
H -1.0735 -3.0678 1.7821
H -1.7423 -3.2343 -1.2653
H -0.0031 -3.3416 -0.8851
H -0.5561 -2.2676 -2.1802
H -3.4935 1.9817 1.7097
H -2.3728 0.6360 1.8783
H -3.4007 -0.7293 4.0315
H -5.1100 -0.5245 4.4277
H -4.0917 0.9037 4.1485
H -6.5511 1.3590 1.0183
H -5.8132 2.0643 2.4743
H -6.9938 0.7454 2.6136
Te 2.4038 -1.6080 2.0440
C 3.5094 -2.4207 0.4453
C 4.7474 -2.9965 0.7255
C 5.5269 -3.5103 -0.2996
C 5.0793 -3.4505 -1.6129
C 3.8467 -2.8814 -1.8946
C 3.0626 -2.3706 -0.8701
H 5.1082 -3.0325 1.7460
H 6.4894 -3.9510 -0.0729
H 5.6939 -3.8401 -2.4142
H 3.4991 -2.8155 -2.9181
H 2.1118 -1.9010 -1.0895
S 3.1600 1.0503 0.6995
C 3.8036 0.7114 -0.9036
C 2.9994 0.7009 -2.0453
C 3.5449 0.4350 -3.2906
C 4.8988 0.1547 -3.4175
C 5.7034 0.1520 -2.2851
C 5.1651 0.4327 -1.0402
H 1.9339 0.8772 -1.9308
H 2.9057 0.4311 -4.1654
H 5.3230 -0.0643 -4.3888
H 6.7590 -0.0737 -2.3714
H 5.7917 0.4210 -0.1577
*
```

---

Q: Which value of M does entry 7 give?
A: 893.06 g mol⁻¹